Entry 1:
Below is a molecular structure, C41H51BF4N6O2W, with properties calculated with the ωB97M-V functional and the def2-TZVPD basis.

```
106
Properties=species:S:1:pos:R:3:forces:R:3:mulliken_spin:R:1
W -0.65175 -0.28322 -0.66663 0.024 -0.551 -0.198 0.831
N 0.86139 1.43985 -0.45952 -0.233 0.048 0.037 0.061
N 1.66778 1.60469 -1.60446 0.073 -0.009 -0.032 0.011
C 1.41293 0.74044 -2.67992 -0.023 0.059 -0.014 0.004
O 1.98020 0.92749 -3.74346 -0.016 -0.002 0.002 0.002
O 0.62010 -0.24342 -2.38836 0.118 0.091 0.176 0.024
H 0.37687 2.30636 -0.21154 0.084 0.087 -0.035 0.009
H 1.43582 1.21878 0.35060 -0.010 0.077 0.072 -0.008
H 1.87622 2.56331 -1.84364 -0.014 0.017 0.028 -0.001
C 4.31179 2.79258 0.89799 0.030 0.009 0.008 -0.001
C 3.95909 1.70570 1.91473 -0.052 -0.044 -0.016 -0.002
C 5.21236 0.97437 2.39924 0.007 0.006 0.005 0.000
C 3.16508 2.28519 3.07263 0.017 0.019 0.026 0.001
C 3.77396 3.22876 3.88904 -0.011 0.008 -0.004 0.000
C 3.08667 3.82285 4.93236 0.033 0.001 -0.021 0.000
C 1.77805 3.44778 5.16732 -0.008 -0.101 0.069 0.000
C 1.12692 2.49064 4.39021 0.022 0.023 0.114 -0.002
C -0.32984 2.22802 4.73562 0.005 0.061 -0.039 0.000
C -0.74316 0.76461 4.88539 0.000 -0.027 0.063 0.000
C -1.23618 2.97769 3.75773 0.009 -0.052 -0.035 -0.001
C 1.82644 1.91801 3.31609 -0.063 0.055 -0.126 -0.003
N 1.23898 1.03092 2.37781 0.059 0.025 0.010 0.028
C 1.24361 -0.21311 2.65913 -0.003 -0.091 -0.054 -0.019
C 1.10748 -1.35526 1.78784 -0.145 -0.070 0.058 0.066
C 1.55617 -2.56671 2.29693 0.022 0.000 -0.014 0.010
C 1.80783 -3.39509 1.20711 -0.031 -0.014 0.021 -0.007
C 1.50123 -2.67211 0.05657 -0.025 0.022 -0.073 0.004
N 1.00661 -1.42658 0.39708 0.163 0.029 -0.002 -0.029
C 1.98404 -3.14117 -1.32524 0.021 0.039 0.006 -0.008
C 0.96817 -3.25171 -2.46834 -0.053 0.001 0.008 0.005
C 3.12551 -2.19626 -1.73899 -0.023 0.025 -0.002 -0.003
C 2.59245 -4.54772 -1.19080 0.029 0.010 0.007 0.000
H 4.77333 2.35152 0.01202 -0.002 0.003 -0.006 0.000
H 5.01599 3.51016 1.32977 -0.004 0.001 -0.007 0.000
H 3.42622 3.34624 0.58620 -0.053 0.002 -0.034 0.000
H 3.34155 0.96315 1.41090 -0.036 0.023 -0.012 0.002
H 5.90428 1.65961 2.89613 0.004 0.001 0.006 0.000
H 5.73577 0.52282 1.55348 0.004 0.001 -0.005 0.000
H 4.95721 0.18196 3.10580 -0.008 -0.003 -0.004 0.000
H 4.79990 3.51577 3.68742 0.003 0.005 0.008 0.000
H 3.56174 4.57666 5.54866 0.001 -0.002 0.001 0.000
H 1.22559 3.90793 5.98017 0.011 0.008 -0.005 0.000
H -0.46140 2.67114 5.72984 -0.040 0.063 -0.050 0.000
H -0.78535 0.24322 3.93420 -0.038 -0.002 -0.046 0.000
H -1.74249 0.71804 5.32740 0.002 -0.008 0.003 0.000
H -0.05830 0.22445 5.54377 0.017 0.001 0.000 0.000
H -1.09227 2.60973 2.74147 -0.002 -0.008 -0.011 0.000
H -0.99709 4.04178 3.74068 0.003 0.000 -0.007 0.000
H -2.28840 2.85509 4.03089 0.007 0.016 -0.002 0.000
H 1.52315 -0.53384 3.67193 -0.010 0.027 -0.002 -0.001
H 1.76126 -2.76115 3.33943 -0.004 -0.012 0.005 0.001
H 2.21328 -4.39036 1.24698 0.011 -0.011 0.002 0.000
H 0.46890 -2.31913 -2.69390 0.004 0.005 0.004 -0.004
H 0.22079 -4.01846 -2.25818 -0.039 -0.001 0.030 0.002
H 1.51771 -3.54516 -3.36909 -0.015 -0.024 0.006 0.000
H 2.76123 -1.18763 -1.90893 0.006 0.000 0.005 0.002
H 3.58631 -2.55138 -2.66541 -0.001 0.004 -0.005 0.000
H 3.88924 -2.16354 -0.95722 0.009 -0.005 0.002 0.000
H 1.85699 -5.26647 -0.82299 -0.010 -0.005 -0.005 0.001
H 3.46013 -4.56012 -0.52850 -0.004 0.004 0.016 0.000
H 2.92005 -4.87755 -2.17924 0.008 0.004 0.001 0.000
C -2.20240 -4.47636 -0.43080 0.019 -0.004 0.012 0.096
C -2.94409 -4.56988 -1.60791 -0.009 -0.010 0.007 -0.045
C -3.04480 -3.48048 -2.45274 -0.009 0.030 -0.005 0.051
C -2.38483 -2.28064 -2.14432 -0.006 -0.029 -0.008 0.050
C -1.56920 -2.19954 -0.99974 -0.012 -0.013 -0.123 0.030
C -1.52661 -3.29771 -0.14070 -0.022 -0.029 -0.062 -0.009
C -2.52714 -1.05477 -2.91404 0.004 -0.022 -0.012 0.238
C -3.17996 -0.98355 -4.13953 0.030 0.001 0.005 -0.113
C -3.29462 0.20230 -4.82672 0.003 -0.015 -0.001 0.379
C -2.75494 1.39142 -4.24142 0.003 0.011 -0.004 -0.069
C -2.84726 2.64255 -4.86012 -0.003 0.012 0.000 0.044
C -2.34856 3.78846 -4.26394 0.002 0.001 0.012 0.010
C -1.75876 3.69906 -3.00803 -0.011 -0.012 0.017 0.066
C -1.65248 2.46909 -2.37874 -0.022 0.049 -0.023 0.036
C -2.11456 1.29112 -2.97603 -0.005 -0.007 -0.017 -0.009
N -1.97210 0.07490 -2.33253 -0.062 -0.009 0.064 0.183
H -2.14719 -5.31964 0.24943 -0.005 0.000 -0.002 0.008
H -3.46456 -5.48985 -1.85303 0.003 -0.002 0.001 -0.003
H -3.66143 -3.55793 -3.34072 -0.003 0.000 0.000 0.006
H -0.94791 -3.23853 0.77459 0.021 0.002 0.008 0.005
H -3.58444 -1.89409 -4.56203 -0.003 0.000 -0.003 -0.007
H -3.78547 0.25361 -5.79102 0.004 0.002 -0.004 0.032
H -3.32874 2.69599 -5.83207 0.002 -0.001 0.000 -0.004
H -2.42948 4.74662 -4.76349 -0.001 -0.003 -0.003 0.004
H -1.39468 4.57868 -2.49300 0.015 0.013 -0.004 0.019
H -1.24782 2.43535 -1.37728 0.013 -0.013 0.005 0.021
F 0.51705 5.64801 1.42539 0.020 0.021 0.040 0.000
B 0.10230 4.96039 0.28524 0.155 -0.148 -0.030 0.001
F 1.21629 4.63351 -0.53008 0.030 -0.022 -0.005 0.001
F -0.81200 5.72152 -0.44616 -0.068 0.038 -0.024 0.001
F -0.50037 3.72313 0.66998 -0.096 0.067 -0.033 0.004
C -3.36774 0.19291 2.40167 -0.015 -0.039 0.032 0.007
C -3.24331 0.48446 0.90728 0.080 0.027 0.034 0.007
C -4.24761 -0.37973 0.13778 -0.031 0.016 0.000 0.012
C -3.50236 1.96587 0.62989 -0.021 -0.013 0.001 -0.009
N -1.91423 0.13901 0.45891 0.120 0.253 0.180 -0.011
H -4.41163 0.28655 2.71467 0.005 0.015 0.003 0.000
H -2.77109 0.89413 2.97859 0.046 -0.005 0.016 -0.006
H -3.02609 -0.82119 2.61899 -0.007 -0.008 -0.009 0.002
H -5.26089 -0.13562 0.47045 -0.005 -0.010 -0.008 0.000
H -4.06122 -1.44079 0.31237 0.018 -0.004 0.005 -0.004
H -4.17377 -0.19260 -0.93300 0.014 -0.001 -0.005 -0.005
H -4.48304 2.25211 1.02183 0.006 0.009 0.009 0.000
H -3.48677 2.15739 -0.44336 -0.020 -0.001 0.000 0.004
H -2.73561 2.58916 1.09055 -0.006 0.008 0.003 -0.001
```
Positions in Å, forces in eV/Å.

For the LUMO energy (spin up / spin down), the calculation gives 4.34 / 4.33 eV. The total charge is -2. The value obtained for the energy is -69764.2371 eV. As for the multiplicity: 3. The strongest force on any atom comes out at 0.59 eV/Å. Its molar mass is 930.54 g/mol.

***

Entry 2:
Below is a molecular structure, C41H51LaN13O4S2 in a non-equilibrium geometry, with properties calculated with the ωB97M-V functional and the def2-TZVPD basis.

```
112
Properties=species:S:1:pos:R:3:forces:R:3:mulliken_charge:R:1
La 11.29938 14.34058 11.06408 -0.580 -0.737 0.015 1.480
C 15.37977 14.86668 15.08535 -0.647 0.578 -0.231 -1.102
N 14.79626 13.59832 14.67372 -0.191 -0.452 0.114 0.072
C 14.98401 12.49096 15.61416 0.392 -0.118 0.277 -0.954
C 14.15419 11.38948 15.00050 0.122 0.061 -0.190 -0.459
N 13.13139 12.13786 14.28842 0.698 0.071 0.474 0.529
C 12.29852 11.43225 13.36314 -0.445 -0.201 -0.629 1.117
C 13.62993 13.36726 13.97140 -0.515 0.736 -0.896 -0.561
N 13.01840 14.09142 13.06114 0.619 0.292 0.320 0.625
C 13.54657 15.43501 12.72484 0.104 -1.058 0.144 -1.766
C 12.64572 16.51581 13.24824 0.178 0.774 0.260 -0.181
N 11.34498 16.50996 12.58742 -0.268 0.521 0.322 0.523
C 10.42679 17.31367 13.09723 0.962 -0.995 -0.578 -0.128
N 10.52640 18.17197 14.16432 -0.760 -0.020 -0.001 0.078
C 11.68284 18.95687 14.55738 0.335 -0.062 -0.144 -1.097
C 9.21917 18.83045 14.32742 -0.272 -0.367 0.472 -0.778
C 8.28290 17.85587 13.62028 -0.387 0.588 0.275 -0.577
N 9.15860 17.29736 12.62595 -0.041 -0.140 -0.303 0.154
C 8.68061 16.29899 11.68188 -0.038 0.082 0.074 -1.633
H 15.98856 14.66871 15.95426 0.270 -0.016 0.156 0.486
H 14.60535 15.59748 15.39882 0.366 -0.310 -0.208 0.288
H 16.00533 15.31382 14.30131 -0.088 -0.164 0.343 0.329
H 14.62998 12.76697 16.62328 0.047 -0.053 -0.284 0.416
H 16.03928 12.19011 15.67878 -0.261 0.276 0.037 0.410
H 13.73206 10.72631 15.73585 -0.240 -0.276 0.254 0.388
H 14.75294 10.80148 14.29563 0.010 -0.044 -0.040 0.308
H 12.33492 10.37120 13.55836 0.164 -0.281 0.216 -0.724
H 12.59129 11.58076 12.31868 0.071 0.054 0.164 -0.144
H 11.26061 11.71231 13.47091 -0.250 0.118 -0.045 -0.549
H 13.63732 15.48154 11.63209 0.134 0.278 -0.094 0.132
H 14.55346 15.58574 13.10088 -0.064 0.076 -0.243 0.300
H 13.17845 17.47166 13.12337 -0.134 -0.224 -0.095 0.510
H 12.53407 16.36651 14.33195 -0.028 -0.040 -0.048 0.551
H 12.33379 18.42552 15.25063 -0.024 -0.026 -0.047 0.293
H 11.32130 19.84030 15.06942 -0.061 0.142 0.034 0.468
H 12.26796 19.27601 13.69461 -0.036 0.116 0.040 0.368
H 9.19266 19.79609 13.82285 0.173 0.182 0.017 0.402
H 8.97845 18.95341 15.39930 0.121 0.018 -0.560 0.415
H 7.42700 18.35265 13.15977 0.066 -0.029 0.080 0.388
H 7.91890 17.09529 14.31302 -0.061 -0.189 0.055 0.258
H 7.59043 16.34980 11.62688 0.155 0.060 0.041 0.450
H 8.93324 15.28366 11.99604 -0.163 0.192 0.130 0.687
H 9.06691 16.47284 10.67455 -0.032 0.094 0.180 0.084
C 12.74266 7.40437 14.79123 0.055 0.542 -0.351 -0.605
O 11.86234 7.85115 15.80596 -0.140 0.167 0.165 -0.464
C 10.60390 8.26836 15.47466 0.086 -0.060 -0.592 0.659
C 9.71466 8.44997 16.52003 -0.179 0.154 0.443 -0.625
C 8.40071 8.84670 16.32426 0.504 -0.023 -0.264 -0.312
C 7.95638 9.13772 15.04149 0.378 -0.172 -0.271 -0.355
C 8.84341 8.92671 13.98192 -0.196 0.041 0.090 -0.412
C 10.15068 8.50026 14.17492 0.093 0.114 -0.051 -0.064
N 6.56283 9.42988 14.88630 -0.136 -0.143 -0.250 -0.391
N 6.10284 10.19797 14.02595 0.409 0.349 0.496 -0.577
C 6.93236 11.06415 13.23636 0.718 0.511 -0.680 -0.391
C 6.65805 11.09531 11.88530 0.386 0.200 0.476 -0.451
C 7.36092 11.87501 10.95568 -0.085 -0.213 0.465 -0.856
C 8.40460 12.67364 11.36386 0.228 0.022 0.027 -0.300
O 9.12417 13.41474 10.55298 0.385 0.298 0.277 -0.310
C 8.69430 12.70531 12.78059 0.015 0.449 -0.294 0.235
N 9.68831 13.55442 13.18787 0.270 -0.008 -0.984 0.888
C 9.93819 13.73276 14.44771 -0.221 -0.224 1.057 -0.477
C 9.18118 13.07336 15.47723 1.294 0.811 -0.787 -1.451
C 8.22937 12.19827 15.09052 -0.178 -0.395 -0.345 -0.812
C 7.96558 11.97038 13.71053 -1.306 -1.095 0.509 1.632
H 13.65818 7.08698 15.28939 -0.164 -0.041 0.001 0.259
H 13.00146 8.21250 14.08053 -0.117 -0.210 0.257 0.076
H 12.31417 6.58303 14.22207 -0.069 -0.176 -0.014 0.363
H 10.08184 8.27387 17.51218 0.057 -0.166 0.371 0.465
H 7.72221 8.91898 17.15506 -0.149 0.060 0.206 0.491
H 8.49461 9.05850 12.97593 -0.050 0.135 -0.326 0.406
H 10.79224 8.40349 13.30028 -0.117 -0.189 0.246 0.497
H 5.90117 10.45794 11.49120 -0.621 -0.406 -0.011 0.465
H 7.04614 11.80111 9.92897 0.220 0.206 -0.270 0.580
H 10.78516 14.39208 14.66525 -0.322 -0.183 0.152 0.285
H 9.45425 13.23324 16.50772 -0.151 0.047 0.133 0.526
H 7.68765 11.64740 15.83509 -0.286 -0.133 0.154 0.616
C 17.11967 7.82754 9.20148 1.121 -0.607 0.592 -1.543
C 15.93505 8.71461 9.25883 -1.085 0.437 0.006 1.052
C 14.81440 8.53840 8.43966 0.321 0.556 0.171 -0.873
C 13.76439 9.46006 8.45060 -0.307 -0.522 -0.496 -0.553
C 13.76072 10.55042 9.30380 0.249 -0.107 0.416 -0.241
C 14.82054 10.66191 10.22159 -0.250 0.574 -0.386 -0.315
C 15.88413 9.77474 10.16847 0.299 -0.005 -0.120 -0.999
S 12.39622 11.72723 9.17331 -0.612 -0.511 0.181 0.838
O 11.75668 11.42872 7.90030 0.612 0.427 0.315 -0.762
O 11.49472 11.60258 10.33107 0.278 -0.160 -0.046 -0.264
N 12.91115 13.20025 9.40108 0.423 0.468 -0.028 0.671
C 13.79511 13.95031 8.63271 -0.091 -0.471 0.068 -0.020
C 14.37605 13.52350 7.44310 0.190 0.655 0.020 -0.847
C 15.17109 14.41800 6.74632 -0.048 -0.247 -0.285 -0.542
C 15.38534 15.70672 7.20835 -0.425 -0.323 0.881 -0.845
C 14.78873 16.00088 8.43498 0.469 0.521 0.049 -0.419
N 14.04277 15.15754 9.14696 -0.221 0.192 -0.121 0.186
H 17.23607 7.33431 8.24162 -0.033 0.049 -0.152 0.384
H 17.08323 7.02480 9.95730 -0.301 0.187 -0.209 0.295
H 18.06958 8.34356 9.44837 -0.579 0.016 -0.326 0.361
H 14.80045 7.73544 7.71963 -0.075 -0.157 -0.050 0.391
H 12.93170 9.30536 7.76434 0.224 0.174 0.143 0.469
H 14.85886 11.50867 10.89878 -0.031 -0.017 0.029 0.482
H 16.77535 9.91980 10.77329 -0.278 0.176 0.213 0.375
H 14.19833 12.53835 7.07728 -0.108 -0.523 -0.254 0.489
H 15.60408 14.09128 5.81749 0.201 -0.045 -0.236 0.448
H 16.02756 16.41613 6.70919 -0.105 0.024 -0.062 0.457
H 14.95836 16.97906 8.89277 -0.112 -0.230 -0.111 0.400
N 9.66414 13.78062 7.91000 0.712 0.677 -0.184 -0.326
C 10.49880 14.80434 7.66178 -0.484 -0.534 -0.275 0.599
N 11.19483 14.71658 6.52030 -0.153 -0.564 0.106 -0.374
S 10.65039 16.18443 8.66136 0.109 -0.339 0.043 -0.414
H 9.87813 12.90773 7.45492 -0.077 -0.237 -0.026 0.240
H 9.21641 13.70992 8.81741 -0.262 -0.059 0.271 0.267
H 11.18882 13.83290 6.00922 0.147 0.566 0.167 0.241
H 11.95153 15.35605 6.39437 0.266 0.187 -0.193 0.242
```
Positions in Å, forces in eV/Å.

As for the energy above the lowest of the compared OMol25 structures with the same formula, charge and spin: 0.000 eV. For the LUMO energy, the calculation gives -1.99 eV. The total charge is +1. The value obtained for the energy is -93435.5384 eV. The strongest force on any atom comes out at 1.78 eV/Å. Its molar mass is 992.99 g/mol.